Version w
Entry from the OMol25 dataset: one molecule with the formula C12H18N4O5S (the ωB97M-V functional and the def2-TZVPD basis).

Properties
**M**: 330.366 g/mol
**HOMO energy**: -0.3402 Ha
**Orbital gap**: 9.78 eV
**SMILES**: COC(=O)CNC(=O)C1CCN(S(=O)(=O)c2cnc[nH]2)CC1

Structure (ORCA input):
```
! wB97M-V def2-TZVPD RIJCOSX def2/J DEFGRID3
* xyz 0 1
C -4.472 -2.727 -0.793
O -4.291 -1.647 0.117
C -3.471 -0.676 -0.270
O -2.898 -0.643 -1.328
C -3.353 0.411 0.789
N -2.464 1.451 0.341
C -1.190 1.527 0.812
O -0.837 0.929 1.805
C -0.306 2.459 -0.010
C 0.972 2.855 0.739
C 1.922 1.669 0.884
N 2.202 1.110 -0.421
S 3.516 0.111 -0.496
O 3.694 -0.282 -1.868
O 4.596 0.745 0.191
C 3.046 -1.386 0.339
C 2.703 -1.767 1.611
N 2.356 -3.076 1.617
C 2.479 -3.493 0.385
N 2.889 -2.502 -0.435
C 1.023 0.619 -1.094
C 0.065 1.781 -1.339
H -5.218 -3.378 -0.346
H -4.816 -2.354 -1.760
H -3.532 -3.262 -0.935
H -4.347 0.807 1.017
H -2.926 -0.018 1.701
H -2.666 1.841 -0.567
H -0.889 3.362 -0.222
H 0.717 3.225 1.732
H 1.472 3.649 0.183
H 2.877 1.984 1.304
H 1.466 0.918 1.541
H 2.696 -1.185 2.509
H 2.280 -4.493 0.057
H 3.093 -2.509 -1.423
H 1.351 0.184 -2.039
H 0.520 -0.156 -0.495
H -0.822 1.405 -1.852
H 0.559 2.512 -1.982
*
```

These are the Löwdin partial charges, in e, on atoms 1 to 4: number 1, C, carries -0.04; number 2, O, carries -0.03; number 3, C, carries -0.48; number 4, O, carries 0.11

=====

Version x
Entry from the OMol25 dataset: one molecule with the formula C12H18N4O5S (the ωB97M-V functional and the def2-TZVPD basis).

Properties
**M**: 330.366 g/mol
**HOMO energy**: -0.3347 Ha
**Orbital gap**: 9.10 eV
**SMILES**: CC(C)(C)OC(=O)C(C)(C)O/N=C(\C(=O)O)c1nsc(N)n1

Structure (ORCA input):
```
! wB97M-V def2-TZVPD RIJCOSX def2/J DEFGRID3
* xyz 0 1
C -2.640 0.233 -2.405
C -1.109 -0.062 -2.614
C -0.396 1.277 -2.469
C -0.955 -0.721 -3.979
O -0.731 -0.961 -1.515
C 0.597 -1.233 -1.275
O 1.526 -0.934 -2.029
C 0.968 -2.030 0.012
C -0.240 -2.644 0.741
C 1.871 -3.200 -0.205
O 1.650 -1.165 0.914
N 0.873 -0.075 1.373
C 1.351 0.706 2.345
C 2.658 0.444 2.943
O 2.753 -0.482 3.735
O 3.759 1.138 2.520
C 0.505 1.838 2.813
N 0.992 2.615 3.744
S 0.001 3.948 4.084
C -1.114 3.262 2.935
N -2.381 3.653 2.671
N -0.780 2.177 2.382
H -2.835 0.681 -1.422
H -3.270 -0.673 -2.474
H -2.969 0.953 -3.173
H 0.604 1.234 -2.870
H -0.955 2.068 -2.982
H -0.356 1.526 -1.396
H -1.413 -0.074 -4.772
H 0.082 -0.928 -4.223
H -1.529 -1.660 -3.979
H -0.914 -1.863 1.037
H 0.096 -3.149 1.659
H -0.761 -3.369 0.115
H 2.793 -2.856 -0.632
H 2.138 -3.724 0.685
H 1.404 -3.940 -0.919
H 4.501 0.780 3.063
H -2.943 2.944 2.179
H -2.833 4.264 3.382
*
```

These are the Löwdin partial charges, in e, on atoms 1 to 4: number 1, C, carries -0.03; number 2, C, carries -0.55; number 3, C, carries -0.03; number 4, C, carries -0.03

=====

Relative energies, in hartree, with the most stable structure set to zero: version w 0.0000; version x 0.0895.

=====

Version w
Entry from the OMol25 dataset: a 11-piece molecular cluster, C16H52F6N14O10P overall (the ωB97M-V functional and the def2-TZVPD basis).

Properties
**M**: 745.642 g/mol
**HOMO energy**: -0.2449 Ha
**Orbital gap**: 8.64 eV

Structure (ORCA input):
```
! wB97M-V def2-TZVPD RIJCOSX def2/J DEFGRID3
* xyz -1 1
P -4.972 24.703 13.505
F -4.810 23.472 12.465
F -6.252 23.982 14.190
F -4.020 23.946 14.574
F -5.071 25.951 14.521
F -3.734 25.405 12.748
F -6.038 25.422 12.486
C -9.928 25.669 10.717
O -10.996 25.446 10.184
N -9.616 26.946 11.168
N -8.923 24.782 10.910
H -8.847 27.239 11.750
H -10.386 27.587 11.091
H -8.047 25.058 11.316
H -9.069 23.815 10.692
C -6.427 20.964 16.441
O -7.325 21.654 16.904
N -5.838 21.274 15.252
N -6.040 19.745 16.941
H -5.014 20.858 14.866
H -6.080 22.189 14.899
H -5.286 19.267 16.480
H -6.352 19.512 17.865
C -10.130 22.827 14.400
O -10.367 21.639 14.253
N -10.999 23.811 13.972
N -8.983 23.345 14.914
H -11.790 23.552 13.416
H -10.870 24.768 14.250
H -8.868 24.344 14.992
H -8.314 22.762 15.394
C -2.394 29.583 15.934
O -2.383 30.435 15.060
N -1.794 29.804 17.140
N -3.015 28.382 15.819
H -1.399 30.709 17.300
H -1.886 29.162 17.905
H -3.087 27.726 16.575
H -3.526 28.108 14.999
C -1.219 23.521 9.867
O -0.088 23.538 9.404
N -1.775 22.355 10.346
N -1.991 24.625 9.995
H -2.681 22.347 10.780
H -1.164 21.565 10.415
H -2.941 24.530 10.312
H -1.524 25.506 9.905
C -4.523 24.351 18.808
O -4.429 24.648 19.983
N -5.234 23.278 18.353
N -3.995 25.106 17.782
H -5.704 22.712 19.033
H -5.515 23.178 17.393
H -4.010 24.770 16.833
H -3.348 25.813 18.069
C -9.020 27.253 14.616
O -9.505 26.195 14.992
N -9.507 28.451 15.057
N -7.915 27.318 13.825
H -10.276 28.422 15.697
H -9.071 29.307 14.772
H -7.475 28.191 13.591
H -7.347 26.489 13.764
C -1.294 19.714 14.122
C -2.714 20.168 14.307
C -3.315 20.902 13.106
O -3.558 19.056 14.694
H -0.782 19.481 15.055
H -0.681 20.453 13.594
H -1.202 18.843 13.462
H -2.825 20.836 15.167
H -3.023 20.490 12.137
H -2.810 21.872 13.154
H -4.393 20.969 13.177
H -3.210 18.235 14.337
C -0.400 23.873 13.867
C -0.083 24.620 15.179
C -1.322 25.321 15.690
O 0.439 23.726 16.146
H 0.529 23.703 13.317
H -1.138 24.334 13.214
H -0.758 22.862 14.107
H 0.743 25.284 14.920
H -1.128 25.873 16.613
H -2.034 24.547 16.004
H -1.884 25.894 14.956
H -0.001 22.873 16.081
C -4.140 27.035 8.374
C -4.790 26.881 9.737
C -5.935 27.859 9.985
O -5.301 25.544 9.793
H -3.693 26.102 8.042
H -3.298 27.735 8.424
H -4.831 27.455 7.641
H -4.039 27.017 10.527
H -6.591 27.746 9.122
H -5.545 28.855 10.197
H -6.489 27.539 10.868
H -5.379 25.237 10.702
*
```

These are the Löwdin partial charges, in e, on atoms 1 to 4: number 1, P, carries 0.19; number 2, F, carries -0.15; number 3, F, carries -0.15; number 4, F, carries -0.16

=====

Version x
Entry from the OMol25 dataset: a 11-piece molecular cluster, C16H52F6N14O10P overall (the ωB97M-V functional and the def2-TZVPD basis).

Properties
**M**: 745.642 g/mol
**HOMO energy**: -0.2943 Ha
**Orbital gap**: 9.48 eV

Structure (ORCA input):
```
! wB97M-V def2-TZVPD RIJCOSX def2/J DEFGRID3
* xyz -1 1
P -28.855 8.048 15.389
F -28.019 9.208 14.473
F -27.917 6.953 14.575
F -27.764 8.228 16.581
F -29.716 6.936 16.222
F -29.724 9.239 16.101
F -29.981 7.914 14.280
C -32.727 12.163 21.790
O -33.858 12.153 22.293
N -32.342 11.342 20.798
N -31.637 12.802 22.200
H -31.370 11.433 20.539
H -32.953 10.611 20.465
H -30.698 12.612 21.883
H -31.772 13.415 22.992
C -25.518 14.289 10.811
O -24.701 15.116 10.493
N -26.764 14.470 11.031
N -25.215 13.059 11.099
H -26.961 15.447 11.193
H -27.439 13.722 10.956
H -26.004 12.488 11.364
H -24.371 12.596 10.793
C -25.842 9.727 22.729
O -26.293 10.759 22.228
N -25.398 8.710 22.049
N -25.653 9.572 24.001
H -25.499 8.580 21.053
H -25.069 7.903 22.559
H -25.768 10.354 24.630
H -25.289 8.745 24.453
C -25.440 15.139 16.982
O -25.248 16.196 16.320
N -26.246 14.958 17.995
N -25.038 14.018 16.484
H -26.841 15.724 18.274
H -26.415 13.998 18.260
H -25.342 13.107 16.796
H -24.819 14.032 15.498
C -29.313 2.973 21.207
O -28.961 2.044 21.827
N -29.404 4.209 21.616
N -29.660 2.864 19.987
H -28.934 4.474 22.470
H -29.483 4.851 20.841
H -30.062 3.642 19.483
H -29.688 1.988 19.486
C -28.490 1.650 12.221
O -28.841 0.568 11.776
N -27.957 1.839 13.350
N -28.476 2.733 11.561
H -27.736 2.757 13.709
H -27.713 0.955 13.772
H -28.512 3.661 11.957
H -28.858 2.554 10.644
C -34.043 14.287 14.437
O -34.545 15.360 14.230
N -32.735 14.080 14.453
N -34.696 13.232 14.813
H -32.005 14.734 14.207
H -32.472 13.310 15.050
H -34.356 12.394 15.262
H -35.698 13.358 14.838
C -37.814 6.647 16.144
C -36.378 6.057 16.440
C -35.628 5.598 15.234
O -35.604 7.127 16.916
H -38.396 6.064 15.430
H -37.800 7.647 15.710
H -38.502 6.786 16.978
H -36.523 5.226 17.131
H -35.145 6.377 14.645
H -36.137 4.950 14.521
H -34.770 4.997 15.535
H -34.745 6.935 16.534
C -22.026 8.030 13.468
C -22.243 7.231 12.186
C -22.225 5.768 12.568
O -23.526 7.485 11.679
H -22.242 9.084 13.296
H -21.001 7.954 13.831
H -22.652 7.592 14.245
H -21.478 7.589 11.497
H -22.860 5.472 13.403
H -21.222 5.402 12.787
H -22.598 5.293 11.661
H -24.232 7.513 12.328
C -33.517 10.575 9.578
C -32.237 11.298 8.999
C -32.631 12.718 8.441
O -31.415 11.450 10.093
H -34.095 10.053 8.815
H -34.330 11.209 9.933
H -33.345 9.894 10.411
H -31.781 10.825 8.129
H -31.763 13.063 7.880
H -32.820 13.431 9.244
H -33.473 12.665 7.751
H -31.693 10.906 10.833
*
```

These are the Löwdin partial charges, in e, on atoms 1 to 4: number 1, P, carries 0.20; number 2, F, carries -0.24; number 3, F, carries -0.21; number 4, F, carries -0.18

=====

Relative energies, in hartree, with the most stable structure set to zero: version w 0.0000; version x 0.2871.

=====

Version w
Entry from the OMol25 dataset: one molecule with the formula C2H3FNP (the ωB97M-V functional and the def2-TZVPD basis).

Properties
**M**: 91.025 g/mol
**HOMO energy (alpha / beta)**: -0.2529 / -0.2529 Ha
**Orbital gap (alpha / beta)**: 7.20 / 7.20 eV

Structure (ORCA input):
```
! wB97M-V def2-TZVPD RIJCOSX def2/J DEFGRID3
* xyz 0 1
C -0.309 0.506 -0.094
C 0.375 -0.619 0.257
N -1.134 1.363 -0.360
F 2.702 0.591 0.732
P 2.121 0.021 -0.716
H 0.755 -0.624 1.265
H -0.169 -1.577 -0.091
H -1.166 2.318 -0.721
*
```

These are the Löwdin partial charges, in e, on atoms 1 to 4: number 1, C, carries -0.30; number 2, C, carries -0.38; number 3, N, carries 0.18; number 4, F, carries -0.53

=====

Version x
Entry from the OMol25 dataset: a 2-piece molecular cluster, C2H3FNP overall (the ωB97M-V functional and the def2-TZVPD basis).

Properties
**M**: 91.025 g/mol
**HOMO energy**: -0.3223 Ha
**Orbital gap**: 8.69 eV

Structure (ORCA input):
```
! wB97M-V def2-TZVPD RIJCOSX def2/J DEFGRID3
* xyz 0 1
C -0.241 -0.470 0.270
C -0.173 0.972 0.223
N -1.112 -1.335 0.108
F 2.059 0.003 -0.996
P 1.506 0.211 0.503
H -0.617 1.334 -1.121
H -0.583 1.659 0.967
H -0.840 -2.372 0.046
*
```

These are the Löwdin partial charges, in e, on atoms 1 to 4: number 1, C, carries -0.64; number 2, C, carries -0.34; number 3, N, carries 0.09; number 4, F, carries -0.37

=====

Relative energies, in hartree, with the most stable structure set to zero: version w 0.0088; version x 0.0000.

=====

Version w
Entry from the OMol25 dataset: one molecule with the formula C2H3FNP (the ωB97M-V functional and the def2-TZVPD basis).

Properties
**M**: 91.025 g/mol
**HOMO energy**: -0.3210 Ha
**Orbital gap**: 9.13 eV
**SMILES**: [H]/N=C1/CP1F

Structure (ORCA input):
```
! wB97M-V def2-TZVPD RIJCOSX def2/J DEFGRID3
* xyz 0 1
H 0.659 2.546 0.325
N 0.640 1.542 0.073
C -0.192 0.683 0.303
C -0.288 -0.733 -0.079
P -1.914 -0.053 0.698
F -2.536 0.326 -0.804
H -0.583 -1.196 -0.955
H 0.058 -1.533 0.646
*
```

These are the Löwdin partial charges, in e, on atoms 1 to 4: number 1, H, carries 0.08; number 2, N, carries 0.12; number 3, C, carries -0.58; number 4, C, carries -0.27

=====

Version x
Entry from the OMol25 dataset: one molecule with the formula C2H3FNP (the ωB97M-V functional and the def2-TZVPD basis).

Properties
**M**: 91.025 g/mol
**HOMO energy (alpha / beta)**: -0.2599 / -0.2350 Ha
**Orbital gap (alpha / beta)**: 7.02 / 5.67 eV

Structure (ORCA input):
```
! wB97M-V def2-TZVPD RIJCOSX def2/J DEFGRID3
* xyz 0 1
C 0.881 0.184 0.381
C -0.511 0.105 0.721
N 1.906 0.236 -0.222
F -1.342 -1.208 -1.401
P -1.598 0.341 -0.873
H -0.726 -0.868 1.166
H -0.778 0.896 1.425
H 2.168 0.313 -1.198
*
```

These are the Löwdin partial charges, in e, on atoms 1 to 4: number 1, C, carries -0.15; number 2, C, carries -0.49; number 3, N, carries 0.18; number 4, F, carries -0.51

=====

Relative energies, in hartree, with the most stable structure set to zero: version w 0.0000; version x 0.0368.